(1)
C42H122N4O30 | the ωB97M-V functional and the def2-TZVPD basis

```
198
Properties=species:S:1:pos:R:3:lowdin_charge:R:1
C 25.74 15.93 17.36 -0.035
C 25.11 14.65 16.89 -0.368
C 25.26 13.51 17.97 -0.166
O 24.62 13.82 19.21 -0.213
C 24.72 12.76 20.18 -0.087
N 23.69 14.92 16.77 0.037
H 26.81 15.85 17.52 0.086
H 25.25 16.25 18.25 0.063
H 25.58 16.78 16.66 0.092
H 25.43 14.24 15.97 0.116
H 26.33 13.36 18.13 0.121
H 24.84 12.57 17.57 0.117
H 24.33 11.85 19.72 0.071
H 24.08 13.11 21.00 0.096
H 25.74 12.63 20.52 0.082
H 23.21 14.02 16.78 0.079
H 23.38 15.41 17.60 0.070
C 22.16 22.13 18.27 -0.054
C 20.78 22.81 18.17 -0.451
C 19.69 21.86 18.55 -0.264
O 19.50 20.89 17.58 -0.170
C 18.55 19.96 18.08 -0.091
N 20.73 23.96 19.06 0.030
H 22.08 21.11 17.86 0.052
H 22.45 22.02 19.35 0.092
H 22.94 22.67 17.72 0.082
H 20.64 23.01 17.08 0.145
H 18.75 22.36 18.78 0.124
H 20.01 21.39 19.51 0.140
H 17.68 20.53 18.37 0.062
H 18.90 19.42 18.97 0.093
H 18.40 19.26 17.26 0.076
H 21.50 24.62 18.99 0.077
H 19.97 24.61 18.95 0.072
C 14.75 16.24 20.83 -0.047
C 13.37 15.58 21.27 -0.387
C 12.16 16.38 20.69 -0.239
O 10.96 16.01 21.31 -0.192
C 9.85 16.50 20.52 -0.084
N 13.37 14.18 20.85 0.046
H 14.90 16.30 19.74 0.060
H 15.57 15.63 21.26 0.061
H 14.91 17.27 21.18 0.079
H 13.26 15.63 22.35 0.129
H 12.12 16.27 19.57 0.122
H 12.34 17.45 20.89 0.116
H 9.65 15.86 19.64 0.095
H 10.02 17.55 20.22 0.093
H 9.04 16.34 21.22 0.079
H 12.44 13.86 20.99 0.053
H 13.31 14.23 19.82 0.055
C 18.22 15.65 18.06 -0.051
C 18.72 15.29 16.70 -0.380
C 18.45 16.47 15.78 -0.171
O 18.97 16.25 14.47 -0.194
C 18.30 15.29 13.67 -0.089
N 20.16 14.97 16.72 0.087
H 18.28 14.79 18.75 0.080
H 17.17 15.94 17.96 0.076
H 18.85 16.44 18.47 0.082
H 18.16 14.41 16.36 0.131
H 19.00 17.32 16.17 0.107
H 17.41 16.75 15.66 0.113
H 18.37 14.31 14.19 0.088
H 18.77 15.15 12.70 0.086
H 17.23 15.49 13.52 0.078
H 20.44 14.58 15.82 0.066
H 20.83 15.73 16.77 0.067
C 20.25 10.28 13.23 -0.191
C 19.69 9.06 13.92 -0.243
O 18.32 9.29 14.18 -0.061
O 19.90 11.44 14.00 -0.088
H 19.78 10.29 12.27 0.113
H 21.34 10.27 13.21 0.135
H 20.29 8.83 14.84 0.134
H 19.85 8.21 13.27 0.114
H 17.96 8.76 14.90 0.092
H 19.00 11.33 14.33 0.064
C 15.31 19.52 17.95 -0.216
C 13.85 19.06 18.15 -0.233
O 13.45 18.06 17.26 -0.063
O 15.47 20.00 16.61 -0.080
H 15.96 18.66 18.05 0.113
H 15.57 20.35 18.64 0.125
H 13.16 19.93 18.12 0.126
H 13.82 18.74 19.17 0.082
H 13.93 18.15 16.43 0.047
H 16.17 19.55 16.16 0.019
C 21.91 17.79 15.19 -0.174
C 22.06 19.06 14.37 -0.204
O 23.14 18.88 13.45 -0.071
O 23.23 17.53 15.75 -0.114
H 21.66 16.92 14.57 0.102
H 21.25 17.87 16.03 0.095
H 22.30 19.88 15.06 0.124
H 21.19 19.39 13.84 0.109
H 23.92 18.64 14.00 0.106
H 23.26 16.57 15.91 0.033
C 22.60 18.68 18.93 -0.316
C 22.26 17.37 19.63 -0.142
O 21.63 16.39 18.69 -0.124
O 23.81 18.61 18.32 -0.035
H 22.63 19.48 19.68 0.120
H 21.78 18.93 18.33 0.089
H 21.51 17.57 20.44 0.122
H 23.19 16.92 20.01 0.119
H 21.17 15.75 19.26 0.069
H 23.56 18.25 17.45 0.052
C 15.87 16.75 10.38 -0.222
C 16.49 16.27 9.12 -0.260
O 17.90 16.25 9.19 -0.073
O 16.13 18.16 10.56 -0.058
H 16.29 16.17 11.18 0.101
H 14.80 16.62 10.34 0.116
H 16.16 16.89 8.31 0.117
H 16.17 15.24 8.89 0.129
H 18.35 17.12 9.29 0.070
H 17.04 18.39 10.42 0.033
C 17.03 18.81 13.60 -0.200
C 15.53 18.75 13.89 -0.219
O 15.14 17.66 14.72 -0.077
O 17.77 19.19 14.79 -0.096
H 17.25 19.48 12.76 0.127
H 17.32 17.77 13.40 0.090
H 15.06 18.77 12.90 0.108
H 15.16 19.70 14.38 0.132
H 14.94 16.88 14.19 0.032
H 17.80 20.17 14.83 0.112
C 22.10 13.76 13.11 -0.226
C 23.14 14.86 13.03 -0.258
O 24.14 14.71 13.98 -0.066
O 21.54 13.65 14.41 -0.090
H 22.63 12.83 12.93 0.117
H 21.39 13.92 12.28 0.122
H 22.61 15.81 13.18 0.082
H 23.58 14.83 12.01 0.141
H 23.72 14.91 14.86 0.036
H 21.07 12.81 14.34 0.027
C 12.55 16.37 12.96 -0.227
C 13.40 15.17 12.77 -0.247
O 14.71 15.33 13.29 -0.091
O 11.30 16.00 12.31 -0.068
H 13.02 17.20 12.41 0.119
H 12.40 16.65 14.03 0.131
H 13.46 14.88 11.73 0.120
H 12.84 14.38 13.31 0.137
H 14.74 14.76 14.06 0.042
H 10.71 16.75 12.24 0.076
C 20.59 16.83 11.37 -0.187
C 19.37 17.77 11.52 -0.232
O 19.18 18.53 10.32 -0.080
O 21.70 17.66 10.91 -0.064
H 20.34 16.09 10.58 0.131
H 20.88 16.29 12.27 0.083
H 19.52 18.41 12.42 0.116
H 18.49 17.19 11.83 0.078
H 20.09 18.77 10.07 0.105
H 22.17 18.03 11.64 0.046
C 14.74 15.00 16.86 -0.198
C 13.25 14.82 16.94 -0.215
O 12.88 13.49 17.35 -0.065
O 15.29 14.26 15.74 -0.089
H 15.19 14.50 17.71 0.109
H 15.02 16.04 16.80 0.093
H 12.89 14.99 15.92 0.116
H 12.79 15.55 17.59 0.085
H 13.71 12.97 17.27 0.051
H 15.59 13.37 15.97 0.052
C 17.58 11.06 17.01 -0.226
C 16.11 10.72 16.79 -0.187
O 15.41 11.92 17.09 -0.090
O 17.67 11.72 18.28 -0.076
H 17.85 11.82 16.26 0.110
H 18.24 10.21 16.93 0.109
H 15.78 9.91 17.45 0.132
H 15.88 10.45 15.77 0.122
H 15.72 12.12 17.96 0.082
H 18.53 12.15 18.41 0.047
C 18.47 15.41 22.65 -0.186
C 18.60 16.11 21.35 -0.235
O 18.31 17.54 21.50 -0.070
O 19.48 16.05 23.56 -0.085
H 18.53 14.34 22.67 0.115
H 17.46 15.66 22.99 0.113
H 17.89 15.76 20.61 0.086
H 19.58 15.95 20.93 0.095
H 18.68 17.93 22.27 0.063
H 19.12 15.90 24.44 0.080
C 21.67 11.56 17.35 -0.250
C 21.25 12.21 18.66 -0.229
O 20.13 13.02 18.37 -0.156
O 22.79 10.73 17.49 -0.057
H 21.96 12.31 16.58 0.106
H 20.80 10.99 16.96 0.118
H 22.01 12.88 19.03 0.105
H 20.87 11.55 19.43 0.130
H 20.32 13.74 17.67 0.032
H 22.50 10.11 18.16 0.085
```

For the total energy, the calculation gives -112911.0018 eV. Its net charge is 0. Its multiplicity is 1. As for the energy above the lowest of the compared OMol25 structures with the same formula, charge and spin: 9.68 kcal per mole. The orbital gap comes out at 9.38 eV.

=====

(2)
C42H19BiF20GeN3O5S4 | the ωB97M-V functional and the def2-TZVPD basis

```
95
Properties=species:S:1:pos:R:3:lowdin_charge:R:1
Bi -0.67 -1.56 -0.07 1.563
O -0.08 -5.11 2.03 0.058
C 0.35 -4.00 1.77 -0.591
O 0.39 -3.46 0.60 -0.285
C 0.87 -3.15 2.95 -0.088
C -0.36 -2.49 3.61 -0.245
C 0.00 -1.96 5.00 -0.089
C 0.80 -0.68 4.64 -0.090
C 0.80 -0.76 3.11 -0.266
O -0.50 -1.29 2.83 -0.174
C 1.73 -1.88 2.63 -0.095
C 2.15 -1.71 1.17 -0.593
O 3.22 -2.14 0.80 0.103
O 1.37 -0.94 0.45 -0.346
H 1.37 -3.84 3.62 0.153
H -1.27 -3.09 3.55 0.155
H -0.90 -1.73 5.57 0.110
H 0.59 -2.68 5.56 0.114
H 0.27 0.22 4.96 0.112
H 1.80 -0.66 5.06 0.115
H 0.92 0.18 2.59 0.140
H 2.65 -1.90 3.21 0.155
C -1.27 -5.63 -1.10 -0.090
C -2.35 -5.18 -0.17 -0.635
N -2.59 -3.94 0.15 0.066
C -3.69 -3.86 0.99 -0.338
C -4.28 -5.05 1.29 -0.358
S -3.43 -6.32 0.53 1.054
C -4.14 -2.57 1.51 -0.365
C -5.43 -2.19 1.68 -0.362
S -5.49 -0.62 2.37 1.031
C -3.76 -0.58 2.40 -0.641
N -3.21 -1.65 1.92 0.060
C -3.00 0.60 2.90 -0.066
H -0.39 -5.01 -0.94 0.027
H -1.60 -5.52 -2.13 0.083
H -1.01 -6.67 -0.91 0.075
H -5.11 -5.22 1.95 0.071
H -6.32 -2.73 1.42 0.073
H -3.57 1.16 3.65 0.074
H -2.76 1.27 2.07 0.064
H -2.07 0.26 3.33 0.066
F -0.33 0.09 -7.44 0.113
C -0.19 -0.51 -6.26 -0.150
C -1.12 -0.32 -5.26 -0.155
F -2.18 0.46 -5.47 0.111
C -0.95 -0.94 -4.03 -0.242
F -1.89 -0.73 -3.10 0.031
C 0.14 -1.75 -3.74 -0.500
S 0.41 -2.60 -2.23 0.655
C 1.07 -1.91 -4.77 -0.247
F 2.15 -2.67 -4.59 0.082
C 0.92 -1.31 -6.00 -0.147
F 1.84 -1.48 -6.96 0.111
C -3.95 1.78 -1.68 -0.071
C -3.78 0.38 -1.31 -0.306
N -3.65 -0.72 -1.02 0.154
H -4.00 2.39 -0.78 0.081
H -4.87 1.90 -2.26 0.083
H -3.09 2.09 -2.28 0.061
F 3.51 0.54 -1.65 0.118
C 3.69 0.83 -0.36 -0.241
C 2.76 1.59 0.33 -0.130
C 3.01 1.78 1.67 -0.220
F 2.15 2.48 2.44 0.082
C 4.12 1.26 2.31 -0.138
F 4.31 1.46 3.63 0.109
C 5.03 0.52 1.59 -0.131
F 6.11 0.01 2.19 0.129
C 4.82 0.31 0.24 -0.154
F 5.70 -0.41 -0.46 0.139
Ge 1.14 2.29 -0.56 0.720
S -0.72 1.20 -0.57 0.202
C 1.75 2.83 -2.38 -0.124
C 0.96 2.74 -3.51 -0.218
F -0.32 2.34 -3.44 0.061
C 1.41 3.10 -4.77 -0.138
F 0.60 3.02 -5.83 0.120
C 2.70 3.56 -4.93 -0.131
F 3.15 3.91 -6.14 0.129
C 3.52 3.69 -3.82 -0.138
F 4.76 4.16 -3.96 0.120
C 3.03 3.33 -2.58 -0.244
F 3.86 3.51 -1.54 0.099
C 0.70 4.02 0.37 -0.111
C -0.08 4.01 1.52 -0.253
F -0.48 2.86 2.08 0.055
C -0.49 5.16 2.17 -0.141
F -1.24 5.09 3.27 0.115
C -0.11 6.39 1.68 -0.138
F -0.49 7.51 2.29 0.124
C 0.67 6.45 0.54 -0.145
F 1.05 7.64 0.06 0.115
C 1.06 5.28 -0.08 -0.205
F 1.82 5.44 -1.18 0.095
```

For the total energy, the calculation gives -218619.6137 eV. Its net charge is -1. Its multiplicity is 1. As for the energy above the lowest of the compared OMol25 structures with the same formula, charge and spin: 1.29 kcal per mole. The orbital gap comes out at 7.74 eV.